{
  "formula": "C46H62Cl3IrN4O7PS2",
  "method": "the ωB97M-V functional and the def2-TZVPD basis",
  "e_homo_ha": -0.39429,
  "homo_lumo_gap_ha": 0.324,
  "max_force_ev_per_a": 1.67,
  "total_charge": 1,
  "relative_energy_ev": 1.200,
  "species": ["Ir", "O", "C", "O", "C", "C", "C", "C", "C", "O", "C", "C", "O", "O", "H", "H", "H", "H", "H", "H", "H", "H", "Cl", "C", "C", "C", "C", "C", "C", "N", "C", "C", "N", "C", "O", "C", "C", "C", "Cl", "S", "C", "C", "C", "Cl", "C", "H", "H", "H", "H", "H", "H", "H", "H", "H", "H", "H", "H", "H", "O", "P", "C", "C", "C", "C", "C", "C", "C", "C", "C", "C", "C", "C", "C", "C", "C", "C", "C", "C", "H", "H", "H", "H", "H", "H", "H", "H", "H", "H", "H", "H", "H", "H", "H", "H", "H", "H", "H", "H", "H", "H", "H", "H", "H", "H", "H", "H", "H", "H", "H", "H", "H", "C", "N", "C", "C", "N", "C", "S", "H", "H", "H", "H", "H", "H", "H", "H"],
  "xyz": [[0.3385, -0.7337, -0.5597], [2.0233, -4.0008, -1.4642], [1.9330, -3.0245, -0.7731], [0.7353, -2.6266, -0.2795], [3.1302, -2.2515, -0.2122], [2.7398, -1.6531, 1.1354], [3.9426, -1.1797, 1.9385], [4.3754, 0.0799, 1.1531], [3.3479, 0.1212, 0.0352], [2.1323, -0.3794, 0.7065], [3.5691, -0.9814, -1.0156], [2.7181, -0.5373, -2.1942], [3.1380, 0.2362, -3.0231], [1.4889, -1.0078, -2.1997], [3.9528, -2.9603, -0.1274], [2.0217, -2.2548, 1.6754], [3.6535, -0.9275, 2.9577], [4.7131, -1.9475, 1.9786], [4.3103, 0.9748, 1.7702], [5.3835, 0.0072, 0.7495], [3.1629, 1.0896, -0.4003], [4.5950, -1.0307, -1.3770], [1.1467, -6.4504, 9.5965], [0.6910, -5.7473, 8.0824], [-0.6026, -5.8960, 7.6146], [-0.9331, -5.3375, 6.3913], [-0.0141, -4.6291, 5.6229], [-0.4659, -4.0539, 4.2969], [-0.6220, -2.5347, 4.3810], [-1.0708, -2.0057, 3.0993], [-2.2365, -2.2753, 2.4334], [-2.1115, -1.7133, 1.2021], [-0.8728, -1.0999, 1.1066], [-0.2852, -1.3164, 2.2695], [0.4092, -4.3082, 3.2220], [0.2847, -5.6217, 2.6530], [-0.9679, -5.7647, 1.8377], [-2.0976, -6.4289, 2.2144], [-2.3379, -7.3309, 3.6626], [-3.3463, -6.3603, 1.0482], [-2.3565, -5.4244, 0.0055], [-1.1315, -5.1872, 0.5386], [1.2706, -4.4825, 6.1420], [2.5123, -3.5833, 5.3061], [1.6331, -5.0375, 7.3571], [-1.3317, -6.4442, 8.1936], [-1.9405, -5.4593, 6.0133], [-1.4539, -4.4744, 4.0686], [0.3392, -2.0719, 4.5950], [-1.3281, -2.2704, 5.1676], [-3.0386, -2.8416, 2.8732], [-2.8084, -1.7590, 0.3886], [0.6854, -0.9518, 2.5471], [0.3389, -6.3849, 3.4348], [1.1554, -5.7270, 2.0073], [-2.7296, -5.1131, -0.9570], [-0.3590, -4.6221, 0.0391], [2.6381, -4.9136, 7.7335], [0.7060, 1.3819, -1.0575], [0.0128, 2.6141, -1.6847], [1.1942, 3.9872, -1.8453], [1.7474, 4.5031, -0.4937], [2.9233, 3.7017, 0.0402], [4.1012, 3.6696, -0.9586], [3.6860, 4.2164, -2.3228], [2.3687, 3.5992, -2.7872], [-1.4748, 3.1359, -0.7247], [-1.9079, 4.6238, -0.8026], [-1.4350, 5.5348, 0.3353], [-1.6014, 4.8839, 1.7082], [-0.9324, 3.5110, 1.7701], [-1.5447, 2.5951, 0.7179], [-0.7427, 2.0298, -3.2407], [0.1476, 1.3924, -4.3311], [0.5665, 2.3040, -5.4860], [-0.5573, 3.1986, -6.0014], [-1.2245, 3.9435, -4.8486], [-1.8196, 2.9289, -3.8759], [0.6065, 4.7951, -2.2942], [0.9695, 4.5185, 0.2562], [2.0488, 5.5419, -0.6457], [2.5525, 2.7017, 0.2567], [3.2394, 4.1275, 0.9941], [4.4577, 2.6449, -1.0932], [4.9415, 4.2477, -0.5724], [4.4548, 3.9982, -3.0649], [3.5904, 5.3044, -2.2744], [2.4964, 2.5149, -2.8236], [2.1549, 3.9427, -3.7945], [-2.2192, 2.5786, -1.2906], [-3.0029, 4.6328, -0.8029], [-1.6018, 5.0555, -1.7589], [-2.0099, 6.4615, 0.2939], [-0.3971, 5.8198, 0.1852], [-2.6686, 4.7584, 1.9214], [-1.1990, 5.5433, 2.4788], [-1.0674, 3.0690, 2.7589], [0.1427, 3.5946, 1.6087], [-2.6080, 2.4799, 0.9693], [-1.0828, 1.6028, 0.7713], [-1.2410, 1.1811, -2.7670], [-0.4496, 0.5729, -4.7473], [1.0209, 0.9199, -3.8816], [0.9439, 1.6734, -6.2927], [1.3993, 2.9353, -5.1870], [-1.3163, 2.5979, -6.5142], [-0.1598, 3.9024, -6.7346], [-2.0062, 4.6103, -5.2161], [-0.4814, 4.5659, -4.3364], [-2.4809, 2.2704, -4.4527], [-2.4438, 3.4234, -3.1299], [-3.2974, -1.4348, -4.3315], [-3.4449, -0.6759, -3.1069], [-4.6568, 0.0955, -2.8269], [-4.4161, 0.6300, -1.4015], [-3.0581, 0.1632, -1.1262], [-2.5879, -0.6347, -2.0862], [-1.1191, -1.5029, -2.0651], [-4.0557, -2.2172, -4.3842], [-2.3112, -1.8899, -4.3637], [-3.4115, -0.7702, -5.1890], [-5.5367, -0.5458, -2.8897], [-4.7640, 0.8961, -3.5610], [-5.1214, 0.2144, -0.6819], [-4.4717, 1.7182, -1.3530], [-2.6119, 0.2226, -0.2265]]
}

{
  "formula": "C46H64CrGeN4P2S3",
  "method": "the ωB97M-V functional and the def2-TZVPD basis",
  "e_homo_ha": [-0.25262, -0.26885],
  "homo_lumo_gap_ha": [0.268, 0.284],
  "spin_multiplicity": 5,
  "max_force_ev_per_a": 0.90,
  "relative_energy_ev": 0.791,
  "species": ["Cr", "C", "S", "C", "C", "C", "N", "P", "C", "C", "C", "C", "C", "C", "C", "C", "C", "C", "C", "C", "P", "C", "C", "C", "C", "C", "C", "C", "C", "C", "C", "C", "C", "H", "H", "H", "H", "H", "H", "H", "H", "H", "H", "H", "H", "H", "H", "H", "H", "H", "H", "H", "H", "H", "H", "H", "H", "H", "H", "H", "H", "H", "S", "C", "C", "C", "C", "C", "N", "H", "H", "H", "H", "C", "C", "C", "C", "N", "C", "S", "N", "C", "C", "C", "C", "H", "H", "H", "H", "H", "H", "H", "H", "H", "H", "H", "H", "H", "H", "H", "H", "H", "H", "H", "H", "C", "Ge", "C", "C", "C", "H", "H", "H", "H", "H", "H", "H", "H", "H", "H", "H"],
  "xyz": [[0.6567, -0.8276, 0.4035], [-3.2457, 6.8327, 3.4390], [-2.3606, 5.5378, 4.3233], [-1.3015, 4.9848, 2.9731], [-0.3930, 3.8663, 3.4557], [0.4606, 3.2834, 2.3369], [-0.3396, 2.4875, 1.3626], [0.2176, 2.6649, -0.3311], [0.3186, 4.5019, -0.5191], [-0.7638, 5.3483, -0.2633], [-0.6538, 6.7151, -0.4498], [0.5386, 7.2596, -0.9214], [1.6067, 6.4284, -1.2132], [1.4955, 5.0553, -1.0086], [-1.3104, 2.5075, -1.3408], [-2.6167, 2.5789, -0.8851], [-3.6842, 2.4780, -1.7741], [-3.4489, 2.3270, -3.1308], [-2.1387, 2.2704, -3.6007], [-1.0826, 2.3497, -2.7103], [-0.5710, 0.7905, 1.7727], [-0.0983, 0.4837, 3.5152], [1.1550, -0.0810, 3.7477], [1.5520, -0.4151, 5.0366], [0.6987, -0.1929, 6.1045], [-0.5633, 0.3464, 5.8807], [-0.9619, 0.6726, 4.5958], [-2.3923, 0.6885, 1.9222], [-3.1374, 1.7616, 2.4102], [-4.5040, 1.6419, 2.6109], [-5.1448, 0.4407, 2.3255], [-4.4099, -0.6336, 1.8482], [-3.0387, -0.5130, 1.6494], [-3.8924, 7.3382, 4.1544], [-3.8607, 6.4184, 2.6396], [-2.5483, 7.5611, 3.0241], [-0.7172, 5.8308, 2.6034], [-1.9352, 4.6299, 2.1578], [-0.9996, 3.0827, 3.9105], [0.2697, 4.2382, 4.2429], [1.2754, 2.6905, 2.7585], [0.9266, 4.1067, 1.7948], [-1.7064, 4.9256, 0.0628], [-1.5011, 7.3586, -0.2436], [0.6246, 8.3286, -1.0714], [2.5320, 6.8429, -1.5931], [2.3308, 4.4095, -1.2375], [-2.8097, 2.7063, 0.1679], [-4.6997, 2.5190, -1.3974], [-4.2787, 2.2534, -3.8232], [-1.9454, 2.1505, -4.6601], [-0.0633, 2.2701, -3.0764], [1.8141, -0.2712, 2.9095], [2.5282, -0.8517, 5.2015], [1.0082, -0.4494, 7.1101], [-1.2453, 0.5024, 6.7070], [-1.9622, 1.0547, 4.4393], [-2.6423, 2.6992, 2.6344], [-5.0670, 2.4858, 2.9902], [-6.2128, 0.3452, 2.4793], [-4.9009, -1.5734, 1.6263], [-2.4745, -1.3522, 1.2613], [-0.4456, -3.0764, 1.2585], [0.6657, -3.5493, 0.0210], [0.8973, -4.8798, -0.4017], [1.8672, -5.1349, -1.3355], [2.6160, -4.0790, -1.8749], [2.3286, -2.8087, -1.4442], [1.3735, -2.5488, -0.5418], [0.3145, -5.6695, 0.0531], [2.0648, -6.1545, -1.6466], [3.4023, -4.2450, -2.5982], [2.8755, -1.9491, -1.8142], [-1.3422, -5.0794, -7.2803], [-0.4543, -4.8425, -6.0634], [-0.8071, -3.5605, -5.3206], [0.0412, -3.3629, -4.0684], [-0.3430, -2.1990, -3.2850], [-1.3067, -2.1750, -2.3434], [-1.5221, -0.8378, -1.3269], [-2.0828, -3.2629, -2.2495], [-3.1739, -3.4184, -1.2886], [-4.4692, -2.7500, -1.7357], [-4.9535, -3.1845, -3.1170], [-5.2945, -4.6709, -3.2118], [-1.0554, -5.9840, -7.8177], [-1.2778, -4.2424, -7.9793], [-2.3892, -5.1845, -6.9870], [0.5945, -4.8011, -6.3739], [-0.5385, -5.6915, -5.3766], [-1.8707, -3.5715, -5.0550], [-0.6695, -2.6980, -5.9790], [1.0872, -3.2360, -4.3459], [0.0096, -4.2546, -3.4339], [0.2516, -1.3866, -3.2768], [-1.9925, -3.9694, -2.9588], [-2.8336, -3.0004, -0.3432], [-3.3084, -4.4911, -1.1455], [-4.3195, -1.6684, -1.7175], [-5.2344, -2.9831, -0.9876], [-4.1904, -2.9332, -3.8614], [-5.8317, -2.5916, -3.3810], [-4.4128, -5.3057, -3.0828], [-5.7313, -4.9198, -4.1803], [-6.0136, -4.9565, -2.4397], [5.7724, 0.3517, 0.7477], [4.0125, 1.0946, 1.2046], [4.1216, 1.3277, 3.1482], [3.9985, 2.8928, 0.4537], [2.6968, -0.1213, 0.4548], [6.5784, 1.0392, 1.0188], [5.8417, 0.1400, -0.3216], [5.9274, -0.5855, 1.2890], [5.0212, 1.9158, 3.3491], [4.2301, 0.3642, 3.6509], [3.2672, 1.8485, 3.5822], [4.8773, 3.4377, 0.8083], [3.1096, 3.4535, 0.7419], [4.0413, 2.8432, -0.6366], [3.2026, -1.0802, 0.6454], [2.8466, 0.0699, -0.6222]]
}